(1)
DFT (ωB97M-V/def2-TZVPD) results for an isolated molecule of C18H15ClN2O3.

```
! wB97M-V def2-TZVPD RIJCOSX def2/J DEFGRID3
* xyz 0 1
O -1.4844 -3.1921 1.3483
C -1.5120 -1.9793 1.2609
N -1.5227 -1.1476 2.3294
H -1.4712 -0.1529 2.1737
C -1.3875 -1.6317 3.6850
C -0.0291 -1.3122 4.2494
C 1.1240 -1.7517 3.6062
C 2.3583 -1.4229 4.1382
C 2.3923 -0.6633 5.2993
N 1.3047 -0.2427 5.9200
C 0.1295 -0.5579 5.4060
H -0.7316 -0.1907 5.9513
H 3.3306 -0.3768 5.7555
H 3.2718 -1.7482 3.6653
H 1.0449 -2.3450 2.7062
H -1.5280 -2.7164 3.6331
H -2.1719 -1.1953 4.3110
C -1.5546 -1.2830 -0.0368
C -1.5691 -1.8007 -1.3053
C -1.5996 -0.6963 -2.1819
C -1.6053 0.4218 -1.3931
O -1.5751 0.0700 -0.0919
C -1.5772 1.8856 -1.7053
H -1.9124 2.4395 -0.8241
H -2.2364 2.1193 -2.5484
O -0.2607 2.3529 -1.9332
C 0.3671 2.0896 -3.1110
C -0.2354 1.6193 -4.2712
C 0.5105 1.4249 -5.4222
C 1.8658 1.6933 -5.4381
C 2.4839 2.1663 -4.2922
C 1.7418 2.3598 -3.1437
Cl 2.5012 2.9468 -1.7101
H 3.5399 2.3838 -4.2816
H 2.4437 1.5382 -6.3353
H 0.0196 1.0599 -6.3115
H -1.2925 1.4094 -4.2899
H -1.6141 -0.7339 -3.2514
H -1.5589 -2.8398 -1.5604
*
```

Calculated values
SMILES: O=C(NCc1cccnc1)c1ccc(COc2ccccc2Cl)o1
LUMO level in Ha: 0.02131
Energy above the lowest of the compared OMol25 structures with the same formula, charge and spin in eV: 2.388
Orbital gap in eV: 9.427

Results of the Löwdin charge analysis, in e, for atoms 1 through 4:
1 O 0.0730
2 C -0.4442
3 N 0.0834
4 H 0.1467


(2)
DFT (ωB97M-V/def2-TZVPD) results for a structure of composition C18H16BCrF4N4S.

```
! wB97M-V def2-TZVPD RIJCOSX def2/J DEFGRID3
* xyz -1 5
Cr 1.6376 0.2585 0.4802
N 0.7875 -3.6381 -1.0753
C 0.6544 -2.3789 -0.5260
S 1.6940 -2.0205 0.8681
N -0.2084 -1.5586 -1.0081
N -0.1115 -0.3203 -0.3771
C -1.2339 0.1938 0.1303
C -2.5618 -0.1731 -0.4144
C -2.8290 0.0256 -1.7684
C -4.0643 -0.3088 -2.2962
C -5.0488 -0.8544 -1.4813
C -4.7864 -1.0693 -0.1367
C -3.5484 -0.7318 0.3926
C -1.0682 0.9891 1.2828
C -2.0957 1.7066 1.9524
C -1.8467 2.2850 3.1614
C -0.5574 2.1780 3.7385
C 0.4155 1.5372 3.0140
N 0.2105 0.9762 1.8164
H 1.7434 -3.9636 -1.0277
H 0.4739 -3.6360 -2.0377
H -2.0477 0.4258 -2.4013
H -4.2585 -0.1515 -3.3496
H -6.0125 -1.1209 -1.8971
H -5.5426 -1.5113 0.5003
H -3.3339 -0.9127 1.4381
H -3.0727 1.7675 1.4950
H -2.6329 2.8206 3.6788
H -0.3291 2.6008 4.7055
H 1.4253 1.4629 3.3953
C 2.5692 2.1817 -0.4493
C 2.6889 2.2365 0.9577
C 3.4797 1.1385 1.3728
C 3.8608 0.4222 0.2030
C 3.3020 1.0713 -0.9125
H 2.0040 2.8579 -1.0710
H 2.2168 2.9672 1.5934
H 3.7559 0.8947 2.3859
H 4.4266 -0.4965 0.1530
H 3.3818 0.7336 -1.9312
F 3.8593 -1.0879 -4.0005
B 3.2956 -1.7831 -2.9207
F 4.2367 -1.8714 -1.8719
F 2.8915 -3.0735 -3.3092
F 2.1795 -1.0691 -2.4523
*
```

Calculated values
LUMO level (alpha / beta) in Ha: 0.09202 / 0.07459
Energy above the lowest of the compared OMol25 structures with the same formula, charge and spin in eV: 0.868
Orbital gap (alpha / beta) in eV: 5.765 / 7.056

Results of the Löwdin charge analysis, in e, for atoms 1 through 4:
1 Cr 0.5916
2 N 0.0669
3 C -0.8189
4 S 0.6663


- Which of these has the highest energy above the lowest of the compared OMol25 structures with the same formula, charge and spin?
  C18H15ClN2O3